Density functional theory data (ωB97M-V with the def2-TZVPD basis set) for 8 unconnected molecules or ions with the total composition C26H55BBrN8O7.

Each line ends with the Mulliken charge.
Element x y z (Å)
Br  1.2790  0.2643  2.4320  -0.368
B  2.2745  -1.0716  1.2585  0.428
C  3.7734  -0.5478  0.8321  0.317
C  4.9117  -1.0554  1.5962  -0.604
C  6.2065  -0.5464  1.1101  -0.169
C  6.1340  0.3688  -0.0464  -0.426
N  5.0761  0.8373  -0.7214  -0.599
C  3.8729  0.3686  -0.2936  0.036
H  2.4372  -2.0601  1.9260  -0.320
H  1.6156  -1.2902  0.2802  -0.262
H  4.8180  -1.7518  2.4466  0.366
H  7.1606  -0.8699  1.5813  0.341
H  7.1279  0.7280  -0.4189  0.375
H  2.9588  0.7035  -0.8312  0.048
C  -2.5282  -2.4963  3.3895  0.055
O  -1.7555  -2.9199  2.5511  -0.587
N  -2.7645  -1.1933  3.6425  0.252
C  -3.7006  -0.7701  4.6598  -0.839
C  -2.0572  -0.1763  2.8696  -0.772
H  -3.1176  -3.1754  4.0326  0.256
H  -4.4883  -0.1701  4.1968  0.323
H  -3.1741  -0.1664  5.4032  0.224
H  -4.1520  -1.6314  5.1541  0.301
H  -2.2890  -0.3067  1.8097  0.320
H  -0.9770  -0.2963  3.0055  0.003
H  -2.3566  0.8169  3.1918  0.416
C  -3.9621  -5.3965  -1.5532  0.127
O  -4.1411  -5.6337  -2.7390  -0.636
N  -2.7736  -5.1258  -0.9871  0.154
C  -2.6373  -4.8501  0.4350  -0.962
C  -1.5858  -5.1066  -1.8212  -0.939
H  -4.7959  -5.3855  -0.8320  0.264
H  -2.2162  -3.8556  0.5678  0.453
H  -1.9689  -5.5901  0.8794  0.301
H  -3.6048  -4.8974  0.9344  0.261
H  -1.7064  -4.3552  -2.6036  0.278
H  -1.4607  -6.0835  -2.2932  0.300
H  -0.7072  -4.8732  -1.2230  0.385
C  -1.0276  2.3963  5.6597  0.086
O  -1.2947  2.1959  4.4926  -0.545
N  0.2127  2.6027  6.1546  0.164
C  0.4394  2.8416  7.5637  -0.938
C  1.3595  2.5881  5.2543  -0.772
H  -1.8126  2.4310  6.4371  0.255
H  0.9122  3.8188  7.6916  0.326
H  1.0984  2.0646  7.9588  0.335
H  -0.5007  2.8257  8.1153  0.291
H  1.2286  3.3609  4.4948  0.292
H  1.4402  1.6177  4.7512  0.052
H  2.2739  2.7752  5.8163  0.382
C  8.5822  1.3154  4.0427  0.064
O  7.8454  0.3512  3.9728  -0.531
N  8.3746  2.5042  3.4303  0.172
C  9.3038  3.6063  3.5517  -0.942
C  7.1787  2.6715  2.6252  -0.774
H  9.5166  1.2907  4.6310  0.243
H  8.7900  4.4635  3.9944  0.324
H  9.6729  3.8769  2.5592  0.326
H  10.1489  3.3324  4.1834  0.303
H  6.2993  2.5125  3.2521  0.312
H  7.1640  1.9201  1.8360  0.136
H  7.1426  3.6708  2.1938  0.369
C  1.4844  2.0766  -2.2178  -0.040
O  1.2456  0.9207  -1.9301  -0.626
N  0.6601  3.1232  -1.9832  0.278
C  1.0139  4.4757  -2.3540  -0.967
C  -0.6211  2.8809  -1.3382  -0.785
H  2.4281  2.3700  -2.7096  0.377
H  1.0292  5.1020  -1.4584  0.338
H  0.2701  4.8628  -3.0556  0.321
H  1.9965  4.5032  -2.8247  0.305
H  -0.4511  2.4264  -0.3594  0.307
H  -1.2026  2.1909  -1.9467  0.087
H  -1.1694  3.8133  -1.2195  0.357
C  -5.1007  -2.3413  -7.1394  0.114
O  -5.6574  -1.2815  -7.3684  -0.629
N  -5.5953  -3.3265  -6.3637  0.131
C  -4.8730  -4.5647  -6.1332  -0.910
C  -6.8914  -3.1427  -5.7379  -0.965
H  -4.1119  -2.5815  -7.5645  0.303
H  -5.4772  -5.4031  -6.4877  0.317
H  -4.6855  -4.6794  -5.0633  0.383
H  -3.9204  -4.5634  -6.6619  0.293
H  -7.6459  -2.9822  -6.5108  0.309
H  -6.8600  -2.2613  -5.0948  0.284
H  -7.1532  -4.0179  -5.1463  0.383
C  -3.6612  2.7403  -4.1829  0.083
O  -3.3306  2.9866  -3.0381  -0.529
N  -3.2097  1.6996  -4.9155  0.217
C  -3.6499  1.4669  -6.2785  -0.812
C  -2.2515  0.7829  -4.3188  -0.970
H  -4.3820  3.3728  -4.7287  0.245
H  -4.1254  0.4864  -6.3389  0.241
H  -2.7830  1.4942  -6.9436  0.317
H  -4.3637  2.2280  -6.5916  0.289
H  -2.6890  0.3339  -3.4252  0.328
H  -1.3560  1.3343  -4.0267  0.223
H  -1.9838  0.0010  -5.0271  0.371

Results
M in Da: 682.49
HOMO level in hartree: -0.1734
Net charge: -1
Gap between HOMO and LUMO in eV: 6.98